Model 1:
{"formula": "C3H4N3", "method": "ωB97M-V/def2-TZVPD", "elements": ["C", "C", "C", "N", "N", "N", "H", "H", "H", "H"], "coordinates": [[-1.2214, 0.8531, 0.4767], [-0.9450, 1.4121, -0.6562], [0.5920, -0.7725, -0.1577], [-0.1973, 0.8608, -1.6697], [0.4434, -0.1627, -1.1642], [1.2521, -1.4994, 0.6817], [-1.5309, 0.2257, 1.2795], [-1.1656, 2.4214, -0.7817], [0.7182, -2.2989, 0.9434], [2.0545, -1.0396, 1.0480]], "molar_mass_g_mol": 82.09, "homo_lumo_gap_ev": [8.424, 6.783], "total_charge": 1}



Model 2:
{"formula": "C3H4N3", "method": "ωB97M-V/def2-TZVPD", "elements": ["C", "C", "C", "N", "N", "N", "H", "H", "H", "H"], "coordinates": [[-0.5789, -0.7542, -0.7180], [0.2246, 0.1389, -0.0080], [-0.1125, 0.5135, 1.2768], [0.1634, -0.8160, -2.2231], [1.1227, 0.6518, -0.8828], [0.8494, 0.1508, -1.9671], [-1.2321, -1.5336, -0.5546], [-1.1941, 0.2413, 1.4441], [0.1109, 1.4281, 1.7290], [0.6467, -0.0207, 1.9038]], "molar_mass_g_mol": 82.09, "smiles": "CC1=NN=[N+]=C1", "homo_lumo_gap_ev": [8.069, 7.124], "total_charge": 1}



In terms of stability, model 1 leads; the second structure lies 0.655 eV higher.